{"formula": "C21H26N4O3", "method": "ωB97M-V/def2-TZVPD", "elements": ["C", "C", "H", "N", "C", "N", "H", "H", "C", "C", "C", "C", "H", "C", "C", "H", "C", "H", "H", "H", "H", "H", "C", "C", "H", "H", "H", "C", "H", "H", "H", "H", "C", "C", "H", "H", "H", "H", "O", "H", "C", "C", "H", "H", "N", "C", "O", "N", "C", "H", "H", "C", "O", "C"], "xyz": [[2.5945, 1.5928, 0.3299], [-4.3343, 0.5474, 0.4827], [-0.9558, -1.3431, 0.9726], [0.6155, 0.8614, 0.8382], [5.1018, -0.2763, 0.0679], [1.8617, 1.8563, -0.7074], [-6.9660, 0.2738, 2.3669], [5.6385, -0.2658, 1.0225], [2.2230, -2.2211, 1.5726], [0.6299, 1.3813, -0.3552], [1.4565, -2.4338, 0.4335], [1.9574, -1.9243, -0.7598], [-6.0694, 1.7969, 2.1485], [-1.0156, -2.1709, 0.2699], [-4.5544, -1.4782, -2.5354], [-0.3287, 0.8307, -2.1323], [4.6429, 1.2592, -1.7664], [-0.5267, 2.5134, -1.6694], [5.4740, 0.8364, -2.3291], [4.3182, 1.6894, 1.5454], [4.5665, 2.3213, -1.9911], [3.7163, 0.7655, -2.0741], [-0.5246, 1.4890, -1.2815], [-2.7294, 0.2949, -1.3015], [1.8823, -2.5872, 2.5310], [-2.4361, -0.1311, -2.2486], [-5.4119, -2.1023, -2.7828], [-5.9828, 0.7055, 2.1855], [-5.3082, 0.4235, 3.0010], [-1.5726, 2.4053, 1.0586], [4.2134, 2.9361, 0.2729], [-1.9716, -2.6727, 0.3985], [4.0509, 1.8774, 0.5028], [-3.9592, -0.0223, -0.7531], [1.4142, -2.0527, -1.6885], [-3.6622, -2.1082, -2.4514], [-0.9747, -1.7555, -0.7330], [-4.4044, -0.7410, -3.3318], [-5.5583, 0.1766, 0.9553], [-3.7297, 1.8727, 2.0528], [-3.4636, 1.4198, 1.1114], [3.8264, -1.0680, 0.2267], [5.7344, -0.7592, -0.6806], [4.0251, -1.3523, 2.3477], [3.0984, -1.2703, -0.8663], [-2.2345, 1.7264, 0.5456], [1.8926, 0.9968, 1.3019], [4.9293, 1.1065, -0.3536], [0.1397, -3.1481, 0.4882], [0.0307, -3.6321, 1.4608], [0.1109, -3.9229, -0.2830], [3.4184, -1.5333, 1.4728], [-4.8730, -0.8650, -1.3128], [-1.8513, 1.1610, -0.6546]], "forces_ev_per_a": [[-0.605, 0.172, -0.331], [-0.114, -0.132, -0.106], [-0.038, 0.096, 0.030], [-1.063, -0.185, -0.100], [0.094, 0.036, 0.059], [0.481, 0.293, -0.014], [0.066, 0.057, 0.033], [-0.002, -0.095, -0.050], [-0.006, -0.029, -0.222], [0.523, -0.038, 0.452], [0.187, -0.107, 0.234], [-0.187, -0.133, 0.130], [0.019, -0.044, 0.007], [0.058, -0.208, 0.127], [0.061, -0.086, -0.196], [-0.016, 0.056, -0.017], [-0.068, -0.024, -0.215], [0.053, -0.095, -0.040], [0.036, -0.012, -0.080], [0.014, 0.100, -0.020], [0.012, 0.083, -0.083], [0.134, 0.110, -0.079], [-0.199, 0.007, 0.029], [-0.182, -0.048, -0.021], [-0.051, -0.048, 0.080], [0.010, -0.093, -0.094], [0.084, 0.026, -0.028], [-0.053, 0.097, 0.198], [-0.018, 0.024, -0.033], [0.073, 0.052, 0.088], [-0.091, -0.088, 0.125], [-0.153, -0.012, -0.049], [0.238, 0.026, 0.077], [-0.186, -0.019, 0.099], [-0.157, -0.099, -0.061], [-0.014, 0.035, -0.008], [-0.027, 0.075, -0.113], [0.014, -0.028, 0.036], [0.258, -0.083, -0.345], [-0.080, 0.016, 0.094], [-0.239, -0.076, 0.049], [0.145, -0.211, 0.462], [0.021, -0.015, 0.082], [0.066, 0.041, 0.070], [0.262, 0.105, -0.328], [0.064, -0.030, -0.207], [0.674, 0.302, -0.045], [0.021, -0.044, 0.158], [-0.134, 0.154, -0.086], [0.041, -0.075, -0.054], [-0.004, -0.063, 0.091], [0.068, -0.066, -0.214], [0.034, 0.232, 0.355], [-0.122, 0.087, 0.074]], "lowdin_charge": [-0.33, -0.20, 0.07, 0.16, -0.14, 0.21, 0.09, 0.12, -0.01, -0.34, -0.22, -0.09, 0.10, -0.09, -0.08, 0.12, -0.10, 0.13, 0.08, 0.13, 0.09, 0.06, -0.07, 0.00, 0.12, 0.11, 0.09, -0.09, 0.10, 0.11, 0.13, 0.08, -0.10, -0.20, 0.12, 0.09, 0.06, 0.10, -0.07, 0.10, -0.01, -0.29, 0.13, 0.11, 0.13, -0.05, 0.03, -0.20, -0.20, 0.11, 0.11, -0.02, -0.06, -0.24], "smiles": "CCc1ccc(CN(C)Cc2nc(Cc3ccc(OC)c(OC)c3)no2)nc1", "gap_ev": 8.67, "e_above_lowest_kj_mol": 395.3}